Record 1
{"formula": "C37H42N2RuS2Sb2", "method": "ωB97M-V/def2-TZVPD", "charge": 1, "fmax_ev_per_a": 0.69, "s2": 1.1245, "e_tot_ha": -2916.05930, "spin_multiplicity": 2, "orbital_gap_ev": [5.9, 6.4], "e_homo_ev": [-10.1, -9.9], "symbols": ["Ru", "C", "C", "S", "C", "C", "S", "H", "H", "H", "H", "H", "H", "C", "C", "C", "Sb", "C", "C", "C", "C", "C", "C", "C", "C", "C", "C", "C", "C", "Sb", "C", "C", "C", "C", "C", "C", "C", "C", "C", "C", "C", "C", "H", "H", "H", "H", "H", "H", "H", "H", "H", "H", "H", "H", "H", "H", "H", "H", "H", "H", "H", "H", "H", "H", "H", "H", "H", "H", "N", "C", "N", "C", "C", "C", "C", "C", "H", "H", "H", "H", "H", "H", "H", "H", "H", "H"], "xyz": [[0.744186, -1.029386, 0.847753], [3.870629, -3.026729, 3.630134], [3.170831, -2.172609, 2.613911], [1.552049, -2.481766, 2.289163], [3.782686, -1.153643, 1.906758], [5.226308, -0.766670, 2.059324], [2.853108, -0.294481, 0.799025], [3.206112, -3.797780, 4.015624], [4.220326, -2.423724, 4.469916], [4.738691, -3.515169, 3.185221], [5.750619, -1.438385, 2.735574], [5.308235, 0.248234, 2.450242], [5.732871, -0.781541, 1.093814], [1.362121, 0.116861, -2.464891], [-0.014982, -0.391626, -2.893908], [-0.809644, -1.140962, -1.816226], [-2.226573, -0.396050, -0.237163], [-1.200536, 0.450769, 1.532082], [-0.900795, -0.388011, 2.617149], [-0.292712, 0.120768, 3.780666], [-0.033502, 1.464135, 3.891487], [-0.393505, 2.325444, 2.847456], [-0.940661, 1.826332, 1.689390], [-2.848984, 1.422385, -1.152170], [-2.903838, 1.543659, -2.540389], [-3.438286, 2.677214, -3.135578], [-3.945532, 3.700425, -2.350038], [-3.945241, 3.573300, -0.968626], [-3.408820, 2.438782, -0.376140], [1.006292, 1.711930, -1.085482], [2.894786, 2.672641, -0.913884], [3.322196, 3.115537, 0.334528], [4.542422, 3.763711, 0.473380], [5.347407, 3.968063, -0.638094], [4.926726, 3.534429, -1.888240], [3.703683, 2.892427, -2.024613], [0.243492, 3.062629, -2.553122], [0.349130, 2.866506, -3.927505], [-0.121717, 3.825251, -4.815769], [-0.697004, 4.994725, -4.340016], [-0.802525, 5.202879, -2.972872], [-0.339646, 4.239431, -2.088216], [1.950764, 0.451307, -3.318977], [1.935078, -0.671477, -1.971063], [0.122176, -1.102618, -3.715655], [-0.593054, 0.433469, -3.306538], [-0.129400, -1.856406, -1.335242], [-1.551341, -1.784559, -2.297808], [-1.262082, -1.406871, 2.638255], [-0.057678, -0.557066, 4.591247], [0.425058, 1.860599, 4.787907], [-0.229224, 3.391076, 2.949076], [-1.181592, 2.507783, 0.885074], [-2.553822, 0.742347, -3.177814], [-3.455528, 2.760562, -4.214657], [-4.352944, 4.589620, -2.813541], [-4.372757, 4.352334, -0.350255], [-3.447614, 2.348303, 0.703811], [2.703319, 2.951077, 1.211394], [4.864430, 4.110577, 1.447309], [6.300188, 4.470464, -0.532132], [5.548960, 3.702577, -2.757990], [3.380003, 2.574912, -3.010107], [0.802765, 1.968301, -4.328466], [-0.030372, 3.660649, -5.882223], [-1.058023, 5.743235, -5.033615], [-1.248723, 6.113883, -2.594109], [-0.437906, 4.416927, -1.021534], [-0.655495, -2.823331, 0.725903], [-1.473506, -3.496826, 1.202965], [-2.391624, -4.242845, 1.737695], [-3.694106, -4.428394, 1.068235], [-3.781647, -5.832676, 0.490264], [-3.493686, -6.879836, 1.565614], [-2.130824, -6.638104, 2.213925], [-2.043164, -5.228240, 2.779802], [-3.802094, -3.652628, 0.312217], [-4.466361, -4.270871, 1.824945], [-3.056231, -5.929257, -0.322957], [-4.773743, -5.978092, 0.060897], [-3.529631, -7.879508, 1.133121], [-4.273615, -6.837277, 2.332871], [-1.338110, -6.775345, 1.472875], [-1.951977, -7.352479, 3.018794], [-1.048570, -4.991470, 3.154443], [-2.756699, -5.093763, 3.596390]], "forces_ev_per_a": [[0.387, -0.457, 0.350], [-0.020, 0.026, 0.014], [0.240, 0.165, -0.005], [0.091, -0.410, 0.396], [0.071, -0.117, 0.203], [-0.023, -0.002, -0.034], [0.001, 0.346, -0.337], [-0.006, 0.006, -0.002], [0.002, -0.002, -0.005], [-0.003, -0.010, 0.003], [-0.002, -0.004, -0.009], [0.006, -0.001, 0.016], [-0.006, -0.004, -0.001], [-0.031, -0.066, 0.045], [-0.051, -0.046, -0.060], [0.190, 0.091, 0.168], [-0.354, 0.042, -0.127], [0.127, 0.002, -0.225], [-0.321, 0.046, 0.137], [-0.053, -0.115, -0.041], [0.015, 0.095, -0.049], [0.019, -0.015, 0.126], [0.018, -0.107, -0.067], [-0.063, 0.141, 0.018], [-0.035, -0.032, 0.012], [0.000, 0.001, -0.004], [-0.002, 0.020, 0.003], [-0.005, -0.013, -0.011], [0.010, -0.001, 0.008], [-0.017, 0.185, -0.221], [0.160, -0.063, -0.057], [-0.014, 0.011, 0.009], [-0.002, -0.003, -0.002], [0.004, 0.005, -0.006], [0.000, 0.002, 0.015], [-0.009, 0.013, -0.012], [-0.086, 0.137, 0.018], [0.001, 0.023, 0.017], [0.000, -0.009, 0.003], [-0.003, 0.009, -0.008], [-0.003, 0.002, 0.001], [-0.026, -0.015, 0.011], [-0.011, 0.022, -0.009], [0.007, -0.027, -0.011], [-0.023, -0.001, -0.015], [-0.002, 0.010, -0.027], [-0.077, -0.008, -0.027], [0.009, -0.020, -0.053], [0.030, -0.030, -0.010], [-0.007, 0.009, 0.002], [-0.014, -0.001, 0.001], [0.002, -0.006, -0.011], [0.042, -0.004, -0.015], [0.032, 0.009, 0.000], [0.000, -0.006, 0.004], [-0.005, -0.010, 0.001], [0.008, 0.000, 0.000], [0.020, 0.007, -0.002], [0.001, -0.004, -0.003], [-0.005, -0.002, -0.003], [-0.006, 0.003, -0.001], [-0.004, -0.007, 0.003], [-0.003, -0.005, 0.006], [0.006, 0.002, 0.001], [0.000, -0.002, 0.007], [0.002, -0.004, 0.003], [0.003, -0.006, -0.001], [0.004, -0.004, -0.002], [-0.343, 0.308, -0.006], [0.125, -0.117, -0.134], [-0.011, 0.010, 0.050], [0.020, 0.005, 0.016], [0.012, 0.000, 0.012], [0.013, 0.024, -0.006], [-0.009, 0.005, 0.005], [-0.017, 0.000, -0.043], [0.009, 0.005, -0.012], [-0.008, 0.000, -0.002], [-0.016, 0.002, -0.015], [0.000, -0.006, 0.000], [-0.004, -0.003, 0.009], [-0.006, -0.007, -0.003], [0.009, -0.005, 0.009], [0.003, -0.007, -0.009], [0.005, -0.003, -0.008], [0.002, -0.003, 0.008]], "mulliken_spin": [1.4990, -0.0027, -0.1136, -0.1795, -0.0901, 0.0009, -0.2013, 0.0009, -0.0064, -0.0062, 0.0011, -0.0074, -0.0050, 0.0178, -0.0297, 0.0710, -0.0072, 0.0051, 0.0265, -0.0026, 0.0076, 0.0146, 0.0065, 0.0021, 0.0000, 0.0001, 0.0002, -0.0001, -0.0005, -0.0214, 0.0144, -0.0079, 0.0005, 0.0006, -0.0001, 0.0008, 0.0027, 0.0007, 0.0003, -0.0002, 0.0005, 0.0000, 0.0024, 0.0036, -0.0018, 0.0006, -0.0265, 0.0014, 0.0109, 0.0012, -0.0007, 0.0004, -0.0044, 0.0007, 0.0000, 0.0000, 0.0000, 0.0004, 0.0023, 0.0002, 0.0000, -0.0001, -0.0001, 0.0004, 0.0001, 0.0000, 0.0001, 0.0000, 0.0234, -0.0080, 0.0022, -0.0001, -0.0001, 0.0002, 0.0002, -0.0002, -0.0002, 0.0000, -0.0001, 0.0001, 0.0000, 0.0000, -0.0001, -0.0001, 0.0002, -0.0001]}


Record 2
{"formula": "C20H22N2O3Tc", "method": "ωB97M-V/def2-TZVPD", "charge": 2, "fmax_ev_per_a": 3.18, "s2": 3.7850, "e_tot_ha": -1190.68881, "spin_multiplicity": 4, "orbital_gap_ev": [8.1, 4.7], "e_homo_ev": [-15.1, -14.8], "symbols": ["C", "C", "H", "H", "H", "H", "H", "H", "C", "C", "C", "C", "H", "H", "H", "H", "N", "C", "C", "N", "C", "C", "C", "H", "H", "C", "H", "H", "Tc", "C", "H", "H", "H", "O", "C", "C", "C", "C", "C", "C", "C", "O", "O", "H", "H", "H", "H", "H"], "xyz": [[1.077936, 3.061766, -3.908429], [-0.164303, 2.652764, -4.681954], [0.960404, 4.067488, -3.510830], [1.938383, 3.095569, -4.583932], [1.296028, 2.367815, -3.104263], [-1.011195, 2.475564, -4.032081], [-0.438813, 3.437053, -5.396921], [0.020088, 1.759462, -5.277722], [0.705016, 2.179307, 2.026539], [0.694161, 2.468279, 3.395668], [-0.404779, 2.123286, 4.180947], [-1.455047, 1.464786, 3.563824], [1.506639, 2.418378, 1.322260], [1.561376, 2.975061, 3.811799], [-0.460023, 2.370175, 5.236366], [-2.377837, 1.208627, 4.073674], [-0.337894, 1.530273, 1.453605], [-1.390240, 1.140997, 2.198527], [-2.445284, 0.419500, 1.499466], [-2.220656, 0.195490, 0.168069], [-3.175811, -0.448021, -0.560569], [-4.590551, -0.707313, 1.385472], [-4.352540, -0.925516, 0.024602], [-2.921168, -0.534901, -1.613190], [-5.060254, -1.439914, -0.624509], [-3.633372, -0.014990, 2.106981], [-3.756047, 0.256958, 3.154058], [-5.515655, -1.037195, 1.863591], [-0.421687, 0.874360, -0.632415], [-0.856880, 0.377948, -2.574526], [-1.729527, 0.915253, -2.992312], [-1.084904, -0.702887, -2.597845], [-0.004624, 0.558993, -3.263085], [1.486573, -2.583352, -1.475727], [2.275579, -2.887743, -0.417202], [3.217019, -3.905982, -0.562789], [4.188221, -4.037254, 0.413754], [4.165907, -3.280046, 1.589887], [3.178392, -2.315246, 1.796401], [2.230812, -2.135764, 0.789001], [1.070022, -1.250111, 1.044645], [0.351231, -1.296205, 2.046280], [0.811709, -0.485580, -0.045752], [0.847324, -1.889844, -1.179092], [3.233468, -4.527022, -1.454032], [4.969480, -4.774629, 0.282679], [4.946583, -3.460566, 2.337330], [3.076740, -1.755074, 2.723747]], "forces_ev_per_a": [[-0.024, 0.382, -0.600], [0.128, 0.365, -0.591], [0.037, 0.004, 0.240], [-0.020, -0.082, 0.233], [0.215, -0.156, 0.305], [-0.177, 0.130, -0.047], [0.011, -0.121, 0.184], [-0.099, -0.135, 0.073], [-1.128, -0.528, 0.316], [0.629, 0.151, -0.507], [0.000, -0.039, -0.536], [-0.524, -0.354, -0.790], [-0.113, 0.139, 0.595], [-0.240, -0.061, 0.042], [0.115, -0.005, -0.161], [0.425, 0.083, 0.327], [0.423, 0.530, 0.353], [0.878, 1.067, 1.118], [-0.920, -0.613, -0.883], [-0.445, -0.021, 0.270], [0.251, 0.167, 0.758], [0.073, 0.072, -0.423], [0.414, 0.164, -0.488], [-0.430, -0.221, 0.244], [0.101, 0.131, 0.305], [0.921, 0.577, 0.149], [-0.287, -0.389, -0.321], [0.335, 0.063, -0.209], [-0.831, -0.849, 1.011], [0.446, -0.209, -0.716], [0.220, -0.259, 0.209], [-0.026, 0.238, -0.135], [-0.505, -0.111, 0.286], [1.008, -0.973, 2.240], [-1.421, 1.119, -2.123], [1.641, -0.821, 0.216], [-0.516, -0.693, -1.040], [0.847, 0.035, 0.467], [-1.539, 0.216, -0.910], [0.500, 0.242, 2.005], [-2.765, 0.802, 1.356], [2.082, 0.146, -2.230], [0.300, -0.502, 0.118], [0.389, 0.143, -0.357], [-0.079, 0.184, 0.086], [-0.043, -0.007, -0.005], [-0.391, 0.130, -0.222], [0.135, -0.130, -0.214]], "mulliken_spin": [0.0096, -0.0012, -0.0005, -0.0007, -0.0040, -0.0002, 0.0002, -0.0001, 0.0221, -0.0052, 0.0133, -0.0063, 0.0007, -0.0004, 0.0003, 0.0002, -0.0626, 0.0068, 0.0222, -0.0513, 0.0420, 0.0209, -0.0078, -0.0063, -0.0004, -0.0061, -0.0002, 0.0000, 1.9598, -0.0309, -0.0085, 0.0279, 0.0018, 0.2008, 0.2514, 0.0891, 0.0122, 0.2614, 0.0364, 0.0982, 0.0311, 0.0539, 0.0313, -0.0059, -0.0031, 0.0052, -0.0008, 0.0037]}